52
Properties=species:S:1:pos:R:3 method="wB97M-V/def2-TZVPD" relative_energy_kj_mol=0.0 total_energy_ha=-1921.591877 max_force_ev_per_a=0.72 lumo_energy_ev=0.67 homo_energy_ev=-7.91
H -5.3710 -1.0826 0.5916
H -2.7408 3.3655 -0.7387
N 1.2158 2.2336 -0.6698
C 2.9031 -3.2885 1.3283
N -2.7342 -1.2729 0.3224
H -1.1210 0.8580 -0.1146
N -3.6386 1.5047 -0.5178
H 0.9187 0.2769 -0.0113
H 1.9262 4.1156 -1.2091
H 2.7342 0.2267 -1.6355
H 3.3608 -0.3064 -0.0463
H -0.0484 2.8439 0.9268
H 3.8326 -2.8343 1.6659
C 1.6745 -2.4436 1.7444
O 3.9691 1.5216 -0.6113
C 2.2600 3.2446 -0.6417
H 3.3110 2.4321 -2.3371
H -6.0674 0.1253 -0.5203
N -1.9784 -2.1469 -1.7380
C 2.9605 0.5406 -0.6055
H 3.0949 -4.4429 -0.5374
C -4.2086 0.7123 0.4145
C -5.1451 -0.3403 -0.1719
C 2.8650 -3.4283 -0.2111
H 1.9617 -1.4122 1.9693
C -1.2112 1.8328 -0.5940
C -2.8796 -1.5993 -0.9498
N -1.4917 -1.1125 2.2128
H -3.7369 1.2330 -1.4865
S 0.5314 -3.1109 -1.9847
C 1.6779 1.0569 0.0450
H -0.6098 -1.1060 2.6910
C 0.8050 -2.4930 0.5282
C 3.5241 2.6748 -1.2855
H 2.4909 3.5606 0.3917
H -0.2086 3.7258 -0.6063
S -4.4382 -1.1796 -1.6316
H -1.1625 1.6812 -1.6742
H 3.5746 -2.7546 -0.6987
H -2.6125 2.6065 0.8673
C 1.4653 -3.0329 -0.5253
H -2.2631 -0.5635 2.5608
C -0.0537 2.7341 -0.1727
H 1.1833 -2.8612 2.6251
H 1.8756 1.2897 1.1089
O -4.0841 0.8758 1.6102
C -0.5219 -2.1085 0.2043
C -0.8185 -2.3986 -1.1451
H 2.8297 -4.2768 1.7815
C -2.5691 2.4238 -0.2091
C -1.5732 -1.4956 0.9258
H 4.3420 3.3953 -1.2348